[1]
Density functional theory data (ωB97M-V/def2-TZVPD) for 3 unconnected molecules or ions with the total composition C4H14NO2 at a distorted geometry.

HOMO energy = -15.36 eV
total charge = +1
frontier orbital gap = 0.454 Eh
LUMO level = -3.01 eV

Last column: Löwdin charge in e.
Geometry (Å):
C -0.3064 1.0993 0.1166  -0.052
N -0.0663 -0.4988 0.2190  0.059
C 1.0129 -0.8397 -0.7274  -0.130
C 1.5104 0.5283 -1.2599  -0.158
C 0.3428 1.4792 -1.1854  -0.157
H 0.2688 1.3800 0.9909  0.114
H -1.3699 1.1617 0.3375  0.127
H 0.1463 -0.8086 1.1727  0.146
H -1.0131 -0.8864 0.0076  0.102
H 1.8878 -1.4023 -0.3807  0.133
H 0.8419 -1.5425 -1.5432  0.128
H 1.8224 0.3844 -2.2974  0.124
H 2.4114 0.8477 -0.7262  0.126
H 0.6307 2.5260 -1.1379  0.132
H -0.4029 1.3082 -1.9595  0.129
H -0.4651 -0.4929 4.0329  0.044
H 0.3356 0.6876 3.5045  0.037
O 0.3759 -0.2634 3.6403  -0.040
H -2.2863 -2.2338 -1.2112  0.067
H -3.2747 -1.1051 -0.6386  0.076
O -2.4020 -1.3291 -0.9544  -0.007

---

[2]
Density functional theory data (ωB97M-V/def2-TZVPD) for C3H4OS in the gas phase at a distorted geometry.

HOMO energy = -9.06 eV
frontier orbital gap = 0.344 Eh
SMILES = O=C1CSC1
LUMO level = 0.30 eV

Last column: Löwdin charge in e.
Geometry (Å):
O 1.4196 1.3758 0.2547  0.054
C 0.6254 0.4112 0.1989  -0.511
C -0.7403 0.7400 -0.4470  -0.436
S -1.2736 -1.0309 -0.5199  0.740
C 0.5635 -1.0475 0.4097  -0.224
H -0.8452 1.5796 -1.0959  0.073
H -1.5106 1.1966 0.2633  0.092
H 0.5303 -1.7552 1.3336  0.118
H 1.2310 -1.4694 -0.3974  0.095

---

[3]
Density functional theory data (ωB97M-V/def2-TZVPD) for a molecular structure, C28H32I2N4O10P3Rb at a distorted geometry.

HOMO energy = -2.33 eV
total charge = -2
frontier orbital gap = 0.214 Eh
LUMO level = 3.49 eV

Last column: Löwdin charge in e.
Geometry (Å):
Rb 0.3118 -0.1250 0.8180  1.109
I -3.8914 2.1417 -7.3181  0.712
C -2.8122 2.4159 -5.5326  -0.766
C -1.7670 3.3298 -5.4963  -0.275
C -1.0579 3.4811 -4.3188  -0.632
I 0.4615 4.9255 -4.2232  0.828
C -1.2923 2.7111 -3.1252  -0.494
O -0.5907 2.7663 -2.0822  -0.106
C -2.4546 1.8588 -3.2145  -0.160
C -2.8664 1.1577 -1.9478  -0.175
N -2.1529 -0.0790 -1.6085  -0.049
C -2.3183 -1.1430 -2.5782  -0.177
C -1.8196 -2.4475 -2.0034  -0.259
C -2.4824 -3.6489 -2.2319  -0.037
C -2.0005 -4.8050 -1.6384  -0.088
C -0.8746 -4.7319 -0.8346  -0.068
C -0.2658 -3.4969 -0.6720  -0.112
N -0.7237 -2.3844 -1.2470  0.106
C -3.1655 1.7044 -4.3892  -0.153
H -1.5144 3.9198 -6.3664  0.064
H -3.9320 0.9143 -2.0055  0.112
H -2.7178 1.8390 -1.1112  0.118
H -1.1641 0.1151 -1.5120  0.057
H -1.8034 -0.9502 -3.5295  0.129
H -3.3807 -1.2399 -2.8106  0.116
H -3.3728 -3.6669 -2.8503  0.103
H -2.5091 -5.7507 -1.7879  0.096
H -0.4804 -5.6062 -0.3329  0.097
H 0.6211 -3.3787 -0.0573  0.094
H -4.0233 1.0392 -4.4080  0.088
N 0.5829 -0.6324 5.4878  0.171
C -0.6981 -0.2498 4.7477  -0.495
C -1.8263 -0.0593 5.7400  -0.089
P -0.3428 1.2743 3.7433  0.283
O 1.2647 1.0444 3.5059  -0.218
O -0.5073 2.4647 4.6065  -0.309
O -1.1092 1.0959 2.4605  -0.507
P -0.8772 -1.7299 3.6326  0.238
O -2.1907 -1.3819 2.7751  -0.163
O -1.0774 -2.8831 4.5628  -0.335
O 0.3564 -1.6593 2.7843  -0.475
H 0.6572 -0.1541 6.3809  0.154
H 1.3595 -0.3518 4.8772  0.129
H 0.5779 -1.6494 5.6132  0.135
H -1.5591 0.6891 6.4925  0.073
H -2.0926 -1.0070 6.2147  0.075
H -2.7014 0.3195 5.2126  0.090
H 1.5051 0.5084 2.7203  -0.031
H -1.9450 -0.4956 2.3952  0.016
O 2.9541 -0.2202 1.6141  -0.138
N 2.8029 -0.7369 0.4702  -0.701
O 3.0351 -0.0512 -0.5572  -0.107
O 2.3837 -1.9049 0.3532  -0.091
C 2.5949 2.7694 -1.5644  -0.266
P 2.2628 2.3878 0.2036  0.997
C 3.9491 2.5473 0.9354  -0.365
C 5.1118 2.3165 0.2072  -0.091
C 6.3650 2.4254 0.8049  -0.103
C 6.4735 2.7671 2.1447  -0.122
C 5.3167 2.9869 2.8870  -0.098
C 4.0708 2.8719 2.2897  -0.095
C 1.6467 4.0836 0.6748  -0.347
C 0.3112 4.2000 1.0507  -0.081
C -0.2360 5.4374 1.3767  -0.079
C 0.5485 6.5795 1.3293  -0.112
C 1.8862 6.4798 0.9552  -0.106
C 2.4254 5.2424 0.6327  -0.098
H 3.0205 1.8974 -2.0610  0.033
H 3.2579 3.6302 -1.6719  0.040
H 1.6248 2.9966 -2.0099  -0.023
H 5.0373 2.0333 -0.8358  0.095
H 7.2577 2.2390 0.2184  0.089
H 7.4487 2.8542 2.6103  0.084
H 5.3893 3.2468 3.9372  0.092
H 3.1721 3.0267 2.8795  0.107
H -0.3131 3.3136 1.0893  0.088
H -1.2764 5.5027 1.6720  0.100
H 0.1242 7.5455 1.5818  0.087
H 2.5074 7.3682 0.9160  0.088
H 3.4710 5.1763 0.3494  0.102

---

[4]
Density functional theory data (ωB97M-V/def2-TZVPD) for 2 unconnected molecules or ions with the total composition C2H4O4S at a distorted geometry.

HOMO energy (alpha / beta) = -8.85 / -11.18 eV
frontier orbital gap (alpha / beta) = 0.281 / 0.359 Eh
LUMO level (alpha / beta) = -1.19 / -1.41 eV

Last column: Löwdin charge in e.
Geometry (Å):
C 0.3448 2.0928 0.4904  -0.024
C 0.1967 1.1263 -0.3990  -0.251
O -1.8848 -0.3722 -1.3864  -0.358
O -2.0589 0.4051 0.9334  -0.363
O 0.9633 -3.1013 -0.4657  -0.071
O 0.8761 -2.0014 0.2839  -0.115
S -1.2162 -0.0258 -0.1646  0.752
H 1.1856 2.7020 0.3853  0.041
H -0.1742 2.4502 1.3845  0.087
H 1.0475 0.6984 -1.1099  0.140
H 0.7201 -3.9740 0.0482  0.164

---

[5]
Density functional theory data (ωB97M-V/def2-TZVPD) for a molecular structure, C4H8N2O2 at a distorted geometry.

HOMO energy = -9.38 eV
frontier orbital gap = 0.362 Eh
LUMO level = 0.48 eV

Last column: Löwdin charge in e.
Geometry (Å):
C -1.2268 0.7728 -1.9618  0.002
C -0.4179 -0.2269 -1.1749  -0.520
O -0.9486 -1.2442 -0.7262  0.036
N 0.7659 0.2163 -0.6911  0.055
C 1.4310 -0.4333 0.4042  -0.159
C 0.9579 -0.0069 1.7637  -0.207
N 0.4200 1.0164 2.1932  0.083
H -1.7125 0.2503 -2.7957  0.089
H -2.0229 1.1701 -1.3182  0.098
H -0.6186 1.5962 -2.3537  0.076
H 1.1153 1.1116 -1.0017  0.143
H 1.2865 -1.5169 0.2867  0.130
H 2.5140 -0.2563 0.3443  0.129
O -0.3025 -1.1305 2.5156  -0.210
H -0.6227 -1.6134 1.7369  0.017
H -0.6180 0.2947 2.7788  0.237

---

[6]
Density functional theory data (ωB97M-V/def2-TZVPD) for C23H24N4O5S2 in the gas phase at a distorted geometry.

HOMO energy = -7.73 eV
frontier orbital gap = 0.303 Eh
SMILES = COCCn1c(SCc2nnc(-c3ccc(OC)c(OC)c3)o2)nc2sc3c(c2c1=O)CCC3
LUMO level = 0.52 eV

Last column: Löwdin charge in e.
Geometry (Å):
C 1.7446 -2.5213 -0.8671  -0.101
O 1.7866 -3.8597 -0.4201  -0.184
C 0.9475 -4.7544 -1.1012  -0.197
C -0.4767 -4.8717 -0.5284  -0.129
N -1.3085 -3.7171 -0.8127  0.019
C -1.6431 -2.8090 0.1376  -0.575
S -1.0239 -3.0365 1.7680  1.038
C -1.4631 -1.4166 2.4673  -0.350
C -0.5029 -0.3883 2.0173  -0.392
N 0.0284 -0.2551 0.8470  0.088
N 0.8433 0.8122 0.8971  0.118
C 0.7762 1.2919 2.1045  -0.277
C 1.4833 2.4329 2.6260  -0.156
C 1.3075 2.8519 3.9363  -0.020
C 2.0049 3.9517 4.4080  -0.007
C 2.8818 4.6419 3.5851  -0.195
O 3.6084 5.7247 3.9507  -0.058
C 3.4856 6.2083 5.2661  -0.078
C 3.0636 4.2134 2.2443  -0.190
O 3.9412 4.9460 1.5145  -0.060
C 4.1736 4.5667 0.1786  -0.075
C 2.3643 3.1188 1.7811  0.049
O -0.0719 0.5624 2.8751  0.145
N -2.4063 -1.7829 -0.0542  0.048
C -2.8618 -1.5976 -1.3021  -0.508
S -3.8715 -0.2569 -1.7425  1.111
C -3.9228 -0.8491 -3.3699  -0.494
C -3.2174 -1.9948 -3.5547  -0.214
C -2.5923 -2.4496 -2.3696  -0.092
C -1.7753 -3.6106 -2.1452  -0.355
O -1.4793 -4.4615 -2.9597  0.083
C -3.3231 -2.4727 -4.9635  -0.115
C -3.9589 -1.2639 -5.6883  -0.159
C -4.6123 -0.3775 -4.6021  -0.171
H 0.8444 -1.9907 -0.5444  0.045
H 1.8190 -2.4703 -1.9594  0.093
H 2.6093 -2.0289 -0.4258  0.091
H 0.8851 -4.5043 -2.1677  0.119
H 1.4173 -5.7373 -0.9973  0.130
H -0.9526 -5.7355 -1.0020  0.134
H -0.4281 -5.0189 0.5513  0.078
H -2.4716 -1.1868 2.1194  0.083
H -1.4327 -1.5140 3.5514  0.091
H 0.6289 2.3234 4.5874  0.116
H 1.8559 4.2640 5.4289  0.105
H 2.4621 6.5310 5.4828  0.098
H 4.1532 7.0662 5.3254  0.095
H 3.7943 5.4584 6.0016  0.098
H 4.9028 5.2789 -0.2038  0.095
H 3.2594 4.6242 -0.4202  0.099
H 4.5848 3.5545 0.1145  0.099
H 2.4691 2.7576 0.7723  0.110
H -2.3544 -2.7480 -5.3781  0.116
H -3.9645 -3.3559 -5.0088  0.121
H -4.6820 -1.5781 -6.4382  0.104
H -3.1771 -0.6950 -6.1916  0.110
H -4.4638 0.6860 -4.7907  0.108
H -5.6889 -0.5566 -4.5304  0.112

---

ΔE to the lowest compared entry with this formula, charge and spin? In order: 1.0326, 2.0673, 2.0721, 6.6564, 4.6638, 0.2749 eV.